Record 1
The following is a quantum chemistry calculation of a 2-piece molecular cluster, C4H7NO overall at a distorted geometry, from the OMol25 dataset.

Output
Energy (eV): -7797.7584
SMILES: CC(=O)CC#N.[H][H]
Kohn-Sham gap (eV): 11.1
Energy above the lowest of the compared OMol25 structures with the same formula, charge and spin (kJ/mol): 182.0

Each line ends with the natural charge from an NBO analysis.
Cartesian coordinates (Å):
C -1.1991 -0.8343 0.3457  -0.74
C -0.3523 0.3476 0.7457  0.62
O -0.7998 1.3297 1.2881  -0.52
C 1.1711 0.2757 0.5192  -0.63
C 1.6006 -0.6126 -0.5606  0.28
N 1.9147 -1.3200 -1.4202  -0.31
H -2.2482 -0.5335 0.3291  0.25
H -0.9021 -1.2447 -0.6242  0.25
H -1.0692 -1.6283 1.0925  0.25
H 1.6249 -0.0624 1.4593  0.28
H 1.5304 1.2921 0.3346  0.28
H -0.5024 1.2573 -2.0076  0.00
H -0.7687 1.7334 -1.5017  0.00

Forces on atoms 1 to 6 (eV/Å):
-0.05 0.04 -0.01
-0.15 0.18 0.17
0.19 -0.41 -0.22
0.04 0.06 0.04
0.24 -0.63 -0.75
-0.31 0.71 0.86

Record 2
The following is a quantum chemistry calculation of one molecule with the formula C13H17ClN2OS, from the OMol25 dataset.

Output
Energy (eV): -42141.8133
SMILES: OCCN1CCN(C(=S)c2ccc(Cl)cc2)CC1
Kohn-Sham gap (eV): 8.4
Energy above the lowest of the compared OMol25 structures with the same formula, charge and spin (kJ/mol): 82.9

Each line ends with the natural charge from an NBO analysis.
Cartesian coordinates (Å):
O 4.3354 -0.5354 1.0450  -0.71
C 3.3212 -1.2731 0.4118  -0.06
C 1.9807 -1.1583 1.1496  -0.25
N 1.0247 -2.1274 0.6435  -0.45
C 0.4137 -1.7823 -0.6301  -0.23
C -1.0224 -1.2227 -0.4727  -0.25
N -1.1151 -0.4953 0.7714  -0.40
C -1.0394 0.8400 0.8542  0.14
S -0.7679 1.6502 2.2700  -0.17
C -1.2534 1.6539 -0.3558  -0.14
C -0.2945 2.5850 -0.7438  -0.17
C -0.5078 3.4047 -1.8346  -0.22
C -1.7010 3.3091 -2.5344  -0.04
Cl -1.9769 4.3326 -3.8985  0.01
C -2.6798 2.4065 -2.1472  -0.24
C -2.4521 1.5795 -1.0641  -0.14
C -0.9331 -1.3337 1.9403  -0.26
C 0.0091 -2.5064 1.6005  -0.22
H 4.0510 0.3823 1.1279  0.46
H 3.6514 -2.3134 0.4236  0.18
H 3.2142 -0.9570 -0.6363  0.15
H 1.6200 -0.1177 1.0884  0.17
H 2.1665 -1.3858 2.2017  0.21
H 0.3756 -2.6809 -1.2561  0.20
H 1.0373 -1.0449 -1.1364  0.20
H -1.2605 -0.5750 -1.3147  0.24
H -1.7490 -2.0401 -0.4419  0.20
H 0.6209 2.6667 -0.1771  0.23
H 0.2410 4.1194 -2.1371  0.23
H -3.6117 2.3548 -2.6878  0.23
H -3.2190 0.8870 -0.7485  0.21
H -0.5107 -0.7117 2.7335  0.25
H -1.9068 -1.7071 2.2765  0.21
H -0.5518 -3.3390 1.1676  0.19
H 0.4903 -2.8645 2.5115  0.22

Forces on atoms 1 to 6 (eV/Å):
0.25 0.41 0.25
-0.40 -0.17 -0.08
0.38 -0.08 -0.16
0.09 0.02 0.07
-0.19 -0.14 -0.16
0.22 -0.26 -0.44

Record 3
The following is a quantum chemistry calculation of a 3-piece molecular cluster, C43H48N2O7 overall at a distorted geometry, from the OMol25 dataset.

Output
Energy (eV): -62675.5428
SMILES: CC(=O)OCCCCCCCC[C@H](CCN)OCCN.O=C1c2ccccc2C(=O)c2ccccc21.O=C1c2ccccc2C(=O)c2ccccc21
Kohn-Sham gap (eV): 7.4

Each line ends with the Mulliken charge.
Cartesian coordinates (Å):
C 6.8405 4.6421 0.2421  -0.79
C 5.4866 4.2126 1.1200  0.60
O 5.5312 4.4211 2.4381  -0.54
O 4.3487 3.6888 0.3488  -0.34
C 3.8201 2.4304 0.9692  -0.40
C 2.4932 2.0216 0.0964  -0.52
C 1.4948 0.9381 0.8152  0.54
C 1.3367 1.1057 2.4382  -0.49
C 0.9652 2.6180 2.9501  -0.35
C -0.6283 2.8895 3.2239  -0.51
C -1.5763 2.7148 1.8657  -0.37
C -1.0624 3.5893 0.5812  0.59
C -1.8126 5.0292 0.3627  -0.29
C -2.4856 5.6795 1.7084  -0.43
C -1.3209 6.4218 2.6355  -0.44
N -1.6265 6.4039 4.1214  -0.60
O -2.7447 4.9752 -0.8100  -0.47
C -3.9674 4.2306 -0.4783  0.10
C -4.3856 3.1303 -1.6667  -0.64
N -3.1892 2.4718 -2.3175  -0.45
H 7.6556 3.7973 0.2970  0.24
H 6.5373 4.9523 -0.8452  0.27
H 7.2393 5.6291 0.7746  0.28
H 4.6321 1.5792 0.8210  0.28
H 3.6202 2.6756 2.0958  0.30
H 1.9797 3.0206 -0.2453  0.08
H 2.8962 1.5097 -0.9022  0.46
H 1.8617 -0.1686 0.5587  -0.05
H 0.4244 1.0536 0.3500  -0.22
H 2.3998 0.8460 2.9101  0.37
H 0.5972 0.2906 2.9001  0.00
H 1.4503 3.4510 2.2533  0.11
H 1.5105 2.7540 4.0032  0.28
H -0.9907 2.0189 3.9559  0.34
H -0.8421 3.8923 3.8076  -0.04
H -1.4502 1.5678 1.5588  0.10
H -2.7040 2.8453 2.1470  0.41
H 0.1107 3.7930 0.5682  -0.27
H -1.2646 2.9341 -0.3934  -0.20
H -0.9609 5.7938 0.0217  0.31
H -3.1837 4.9641 2.3158  0.24
H -3.1842 6.5711 1.3312  0.32
H -0.2462 6.0252 2.3591  0.16
H -1.3210 7.5729 2.3188  0.29
H -0.8836 5.9065 4.6688  0.31
H -2.5848 6.0467 4.3322  0.28
H -3.9242 3.6109 0.5127  -0.08
H -4.8802 4.9967 -0.4149  0.27
H -5.0212 3.7179 -2.4541  0.27
H -5.0396 2.3084 -1.1006  0.28
H -2.4822 3.1562 -2.6649  0.27
H -2.7708 1.7134 -1.7354  0.18
O 0.5975 -2.4652 1.7731  -0.55
C 0.5369 -3.6824 1.8953  0.51
C -0.7150 -4.3284 2.3398  0.64
C -1.8451 -3.5433 2.6025  -0.76
C -3.0428 -4.1497 2.9841  -0.57
C -3.1163 -5.5373 3.1030  -0.48
C -1.9867 -6.3199 2.8589  -0.67
C -0.7819 -5.7138 2.4826  0.35
C 0.4126 -6.5481 2.2438  0.41
O 0.3683 -7.7599 2.4224  -0.70
C 1.6579 -5.9048 1.7806  0.93
C 2.7869 -6.6916 1.5162  -0.86
C 3.9583 -6.0964 1.0457  -0.44
C 4.0060 -4.7183 0.8377  -0.75
C 2.8865 -3.9305 1.1143  -0.24
C 1.7111 -4.5246 1.5921  -0.02
H -1.7967 -2.4600 2.5063  0.56
H -3.9207 -3.5390 3.1833  0.41
H -4.0532 -6.0108 3.3881  0.40
H -2.0501 -7.4022 2.9587  0.47
H 2.7555 -7.7688 1.6715  0.48
H 4.8325 -6.7094 0.8372  0.40
H 4.9160 -4.2556 0.4619  0.43
H 2.9332 -2.8548 0.9522  0.45
O -0.4848 -0.4876 -2.7254  -0.72
C -0.5939 -1.4387 -3.4895  0.44
C -0.3188 -2.8118 -3.0192  -0.04
C 0.0487 -3.0271 -1.6846  -0.53
C 0.2712 -4.3252 -1.2228  -0.09
C 0.1267 -5.4090 -2.0885  -0.90
C -0.2222 -5.1951 -3.4230  -0.97
C -0.4393 -3.8934 -3.8908  0.27
C -0.7905 -3.6754 -5.3082  0.69
O -0.8427 -4.6207 -6.0866  -0.70
C -1.0847 -2.3056 -5.7735  0.34
C -1.4542 -2.0921 -7.1081  -0.63
C -1.7670 -0.8053 -7.5488  -0.43
C -1.7125 0.2689 -6.6611  -0.54
C -1.3304 0.0603 -5.3341  -0.54
C -1.0105 -1.2295 -4.8904  0.15
H 0.1580 -2.1864 -1.0017  0.77
H 0.5522 -4.4911 -0.1851  0.41
H 0.2877 -6.4216 -1.7254  0.48
H -0.3282 -6.0457 -4.0943  0.44
H -1.5038 -2.9265 -7.8056  0.45
H -2.0576 -0.6420 -8.5843  0.39
H -1.9655 1.2705 -7.0021  0.40
H -1.2873 0.9049 -4.6482  0.44

Forces on atoms 1 to 6 (eV/Å):
-1.11 0.96 0.61
0.82 1.19 4.33
-0.97 -1.80 -8.04
2.88 -0.12 2.58
-0.52 -0.52 -0.09
0.80 -0.14 -0.51

Record 4
The following is a quantum chemistry calculation of one molecule with the formula C10H20N2O4 at a distorted geometry, from the OMol25 dataset.

Output
Energy (eV): -21862.4325
SMILES: CC(C)C[C@H](N)C(=O)N[C@H](C(=O)O)[C@@H](C)O
Kohn-Sham gap (eV): 9.8
Energy above the lowest of the compared OMol25 structures with the same formula, charge and spin (kJ/mol): 385.2

Each line ends with the natural charge from an NBO analysis.
Cartesian coordinates (Å):
C 1.0715 3.7588 2.6583  -0.61
C 1.5389 2.3827 2.1341  -0.19
C 2.1063 1.3436 3.2012  -0.65
C 0.2823 1.7059 1.4072  -0.41
C 0.7143 0.4571 0.6319  -0.14
N 1.9688 0.6982 -0.0585  -0.82
C -0.3889 0.0482 -0.4074  0.71
O -0.5493 0.7377 -1.3533  -0.67
N -1.1352 -1.0043 -0.1994  -0.59
C -1.7420 -1.6674 -1.4407  -0.23
C -2.9492 -2.3409 -1.1428  0.77
O -3.6780 -1.9385 -0.2824  -0.57
O -3.1028 -3.6288 -1.6781  -0.69
C -0.5783 -2.4040 -2.1396  0.12
C -0.8884 -2.4377 -3.6319  -0.63
O 0.6555 -1.5887 -1.9465  -0.81
H 0.6218 4.3213 1.9263  0.21
H 1.8915 4.3064 3.0466  0.20
H 0.5583 3.6479 3.5409  0.20
H 2.2448 2.6631 1.2348  0.22
H 2.9238 0.7263 2.6898  0.24
H 2.4844 2.0343 3.9192  0.21
H 1.3301 0.8469 3.8352  0.21
H -0.6073 1.4529 2.0773  0.21
H -0.0640 2.4058 0.5784  0.21
H 1.0031 -0.3665 1.3067  0.20
H 2.1682 -0.2117 -0.6041  0.36
H 1.8449 1.3462 -0.8238  0.36
H -1.4185 -1.4261 0.6302  0.41
H -1.9186 -0.7034 -2.0012  0.29
H -3.8939 -3.9367 -1.1680  0.50
H -0.3574 -3.3511 -1.6350  0.21
H -1.1451 -1.5105 -3.9046  0.20
H -0.0558 -2.6600 -4.3193  0.23
H -1.7262 -3.1474 -3.9804  0.22
H 0.7902 -0.5593 -2.1012  0.52

Forces on atoms 1 to 6 (eV/Å):
2.56 -2.29 0.54
-1.46 -0.56 -1.99
0.18 1.42 -1.43
0.12 0.76 -0.73
-0.16 -0.63 0.39
0.71 -2.29 -1.91

Record 5
The following is a quantum chemistry calculation of a 6-piece molecular cluster, C5H22NO6 overall at a distorted geometry, from the OMol25 dataset.

Output
Energy (eV): -19316.7274
Kohn-Sham gap (eV): 8.8
Charge: -1
Energy above the lowest of the compared OMol25 structures with the same formula, charge and spin (kJ/mol): 304.2

Each line ends with the natural charge from an NBO analysis.
Cartesian coordinates (Å):
C 1.6546 0.5013 2.1157  -0.63
C 0.8232 1.4115 1.1477  -0.01
C 1.7042 1.9055 -0.0196  -0.42
C 1.1755 2.7899 -1.0428  -0.60
N -0.3231 0.7820 0.6363  -0.75
C -1.6417 1.3846 0.4476  0.12
O -2.0722 1.6099 -0.8301  -0.76
H 1.3800 -0.5411 1.9034  0.24
H 2.7243 0.7204 2.0784  0.21
H 1.1617 0.6092 3.1860  0.20
H 0.3460 2.3644 1.7873  0.16
H 2.6124 2.4054 0.3681  0.17
H 2.1947 1.0720 -0.5752  0.22
H 0.3190 2.2960 -1.4288  0.23
H 1.9057 2.9961 -1.7398  0.20
H 0.8244 3.7643 -0.6139  0.17
H -0.2224 0.2932 -0.3238  0.42
H -2.3215 0.6532 0.9460  0.13
H -1.7583 2.4098 0.8975  0.14
H -1.3733 -1.5149 -1.4233  0.51
H -0.5690 -2.0856 -0.3432  0.45
O -1.5326 -2.0115 -0.5216  -1.03
H -2.1577 -2.1331 1.4115  0.50
H -0.9843 -1.3038 1.6985  0.50
O -1.4348 -2.1838 2.1060  -1.01
H -1.2623 -0.2021 -2.8884  0.45
H -1.6606 0.9835 -1.4046  0.50
O -0.7152 -0.3154 -2.1574  -1.19
H 1.6417 -1.5454 -3.5263  0.44
H 0.6053 -0.7814 -2.3554  0.50
O 1.5996 -1.0155 -2.5758  -1.05
H 0.2155 -3.0555 1.7181  0.49
H 1.1871 -3.2064 0.5243  0.47
O 1.0500 -3.2872 1.4486  -0.97

Forces on atoms 1 to 6 (eV/Å):
-2.64 0.34 1.55
0.23 3.04 0.78
3.08 -0.77 1.57
-2.68 1.59 1.55
-1.76 -2.36 -2.71
-0.66 0.47 2.47

Record 6
The following is a quantum chemistry calculation of one molecule with the formula C4H8O3, from the OMol25 dataset.

Output
Energy (eV): -10418.9853
SMILES: OC/C=C(/O)CO
Kohn-Sham gap (eV): 9.9
Energy above the lowest of the compared OMol25 structures with the same formula, charge and spin (kJ/mol): 194.7

Each line ends with the natural charge from an NBO analysis.
Cartesian coordinates (Å):
O -1.9579 1.1761 1.0732  -0.72
C -1.5043 0.7647 -0.2081  -0.09
C -0.8311 -0.5691 -0.0896  -0.33
C 0.4654 -0.7321 0.1802  0.33
O 1.0671 -1.9522 0.3085  -0.70
C 1.5077 0.3435 0.3658  -0.12
O 2.3238 0.0819 1.4840  -0.70
H -2.4503 1.9984 0.9564  0.46
H -0.8145 1.5082 -0.6361  0.16
H -2.3481 0.6763 -0.9089  0.17
H -1.4654 -1.4516 -0.1791  0.20
H 0.3955 -2.6457 0.2746  0.49
H 2.1089 0.4106 -0.5563  0.17
H 1.0317 1.3102 0.5379  0.20
H 2.5655 -0.8532 1.4327  0.48

Forces on atoms 1 to 6 (eV/Å):
-0.19 0.25 0.07
0.23 -0.12 -0.41
0.14 -0.06 0.11
-0.16 0.23 -0.11
-0.19 -0.19 -0.01
-0.23 0.17 -0.24